C2H4N3S | ωB97M-V with the def2-TZVPD basis set

Calculated values
Energy above the lowest of the compared OMol25 structures with the same formula, charge and spin: 360.32 kJ/mol
Total charge: +1
Kohn-Sham gap: 0.308 hartree
E_tot: -17432.002 eV

Last columns: bonded neighbours and bond lengths (Å).
CARTESIAN COORDINATES (ANGSTROEM)
1 C 1.16581 -1.25156 -0.11490  N3 1.238, S6 1.875, H7 1.074
2 C 1.07624 1.34087 0.25021  S6 1.584, H8 1.076
3 N -0.05078 -1.14163 0.08697  C1 1.238, N4 1.231
4 N -0.84030 -0.27442 0.46069  N3 1.231, N5 1.279
5 N -1.90408 0.13043 -0.12282  N4 1.279, H9 1.013, H10 1.017
6 S 2.21012 0.30573 -0.14100  C1 1.875, C2 1.584
7 H 1.68192 -2.19219 -0.16599  C1 1.074
8 H 1.28474 2.38079 0.42928  C2 1.076
9 H -2.54707 0.67621 0.43765  N5 1.013
10 H -2.07660 0.02574 -1.12010  N5 1.017